Computed, not measured: a 2-piece molecular cluster, C4H11NO3S overall at a distorted geometry, with ωB97M-V with the def2-TZVPD basis set.

structure (SMILES): O=C[C@H](CS)NCO.O
HOMO energy: -9.241 eV
total energy: -837.576866 hartree
Kohn-Sham gap: 9.7385 eV
strongest force on any atom: 0.1430 Eh/bohr
LUMO: 0.4972 eV

ORCA input file:
```
! RIJCOSX wB97M-V def2-TZVPD def2/J DEFGRID3
* xyz 0 1
O -1.457 -1.980 1.022
C -0.857 -1.505 0.014
C -0.018 -0.229 0.012
C 1.031 -0.420 -1.177
S 0.906 0.355 -2.824
N 0.818 -0.194 1.211
C 0.976 0.946 2.002
O -0.159 1.003 3.019
H -0.993 -1.975 -0.963
H -0.638 0.677 -0.195
H 1.914 0.050 -0.709
H 1.379 -1.450 -1.294
H 0.931 1.657 -2.711
H 0.790 -1.023 1.726
H 1.880 0.849 2.710
H 1.131 1.871 1.498
H -1.045 1.242 2.695
O -2.247 0.058 -1.738
H -2.776 -0.505 -2.345
H -1.564 0.574 -1.952
*
```

Here are the Löwdin charges for atoms 1 to 5, given in e: O 0.028; C -0.187; C -0.320; C -0.498; S 0.716

Computed, not measured: H8MgO8S as an isolated structure at a distorted geometry, with ωB97M-V with the def2-TZVPD basis set.

HOMO energy: -7.490 eV
total energy: -1204.813434 hartree
Kohn-Sham gap: 3.8850 eV
strongest force on any atom: 0.0802 Eh/bohr
LUMO: -3.6051 eV

ORCA input file:
```
! RIJCOSX wB97M-V def2-TZVPD def2/J DEFGRID3
* xyz 0 1
Mg 0.066 -0.185 -0.089
S -2.561 2.422 1.425
O -3.935 2.496 0.967
O -2.263 3.462 2.374
O -2.179 1.041 1.804
O -1.661 2.467 0.258
O 2.023 -0.104 -2.828
H 2.789 -0.606 -3.105
H 1.891 0.538 -3.526
O -2.460 -1.873 -2.094
H -2.882 -1.500 -2.868
H -3.155 -2.362 -1.654
O 1.676 -3.065 0.703
H 2.259 -2.989 1.459
H 2.012 -3.818 0.216
O 2.531 1.324 2.033
H 3.483 1.244 1.970
H 2.366 1.509 2.957
*
```

Here are the Löwdin charges for atoms 1 to 5, given in e: Mg 1.121; S 0.174; O -0.322; O -0.325; O -0.365